1.
Computed, not measured: C15H18O in the gas phase, with ωB97M-V/def2-TZVPD.

The geometry in XYZ format:
```
34
Properties=species:S:1:pos:R:3:lowdin_charge:R:1
H -3.8583 -2.1733 1.5306 0.107
C -2.7828 -2.2772 1.5560 -0.007
C 2.1717 2.5326 -0.9917 -0.055
H 1.0186 1.4480 -3.5119 0.100
H 1.9119 -2.0651 -1.2476 0.104
H 2.6274 2.8745 -1.8776 0.061
H -3.1310 0.0421 0.1640 0.117
H 1.4914 1.6389 1.4794 0.090
O -0.7395 -3.1291 1.7996 0.043
C -1.8025 -1.3095 1.1287 -0.171
H -1.6593 1.5471 -0.8283 0.125
C 0.2897 0.8834 -0.1479 -0.392
C 0.4410 1.5611 1.2025 -0.038
H -2.4136 -4.2829 2.4022 0.113
H 1.1893 -0.8665 1.9917 0.118
C -2.1314 0.0627 0.6197 -0.134
H 1.4881 -2.2419 0.9477 0.121
H 1.6254 -0.9609 -3.4675 0.113
C -0.5738 -1.8877 1.3020 -0.208
C -2.0577 -3.3604 1.9870 -0.109
C 1.3886 -0.3742 -2.5343 -0.075
H 0.1202 2.5309 -1.5070 0.133
C 1.0665 0.9760 -2.5396 -0.064
H -0.0336 1.0193 2.0178 0.080
H -1.2589 -0.1295 -1.3061 0.120
C 0.8248 -1.3989 1.1154 -0.062
C 1.5057 -1.0534 -1.2513 -0.039
H 2.8596 1.8690 -0.4703 0.086
C 0.9503 -0.5099 -0.0953 -0.141
C 0.8851 1.7796 -1.2941 -0.324
H -2.1954 0.7325 1.4889 0.116
H 1.9831 3.3940 -0.3149 0.090
C -1.2052 0.5828 -0.5025 -0.112
H 0.0046 2.5463 1.1545 0.092
```

Computed properties:
SMILES   C[C@H]1C=CC=C2Cc3occc3CC[C@@]21C
HOMO-LUMO gap   8.71 eV

2.
Computed, not measured: 2 unconnected molecules or ions with the total composition C15H18O, with ωB97M-V/def2-TZVPD.

The geometry in XYZ format:
```
34
Properties=species:S:1:pos:R:3:lowdin_charge:R:1
C -0.6953 -0.7999 2.0363 -0.309
H -4.5308 -0.1087 -0.8307 0.080
H 1.8100 2.9364 0.1823 0.104
C -3.0404 -0.4151 2.1188 -0.053
C 2.4180 -0.5674 -1.0871 -0.061
C -4.2816 0.4623 0.0676 -0.060
C -1.8805 -0.8278 2.7632 -0.007
H -0.0354 0.5212 -3.1052 0.094
H -1.9047 -1.2055 3.7755 0.116
H 1.1731 -0.5959 -5.0677 0.068
H 0.3248 -1.1999 -2.6155 0.115
C 1.6249 -0.2756 -4.1221 -0.106
C -3.0435 0.0196 0.8074 -0.285
C 0.7142 -0.2218 -2.8960 -0.198
H 2.6984 -1.5062 -1.5502 0.119
C -1.8176 0.1217 0.1412 -0.030
C 2.9667 -0.2614 0.1378 -0.095
C 1.2611 1.5790 -1.2033 -0.042
H -1.7833 0.3540 -0.9134 0.106
H 2.4871 -0.9286 -3.9794 0.070
C -0.6375 -0.3006 0.7516 -0.007
C 1.5238 0.3026 -1.6997 -0.270
H 3.6713 -0.9265 0.6082 0.104
H -3.9798 -0.4389 2.6517 0.107
H -4.1568 1.4487 -0.3246 0.062
H -5.1162 0.5487 0.7642 0.074
C 2.7904 1.0216 0.6672 -0.085
O 0.4060 -1.3424 2.6532 0.043
H 1.2104 -1.0960 2.1920 0.078
C 1.9711 1.8858 -0.0304 -0.095
H 1.9166 0.7432 -4.4100 0.080
H 0.4654 2.1791 -1.6033 0.114
H 0.2910 -0.0827 0.2518 0.064
H 3.1766 1.4507 1.5788 0.105
```

Computed properties:
SMILES   Cc1ccc(O)cc1.CCc1ccccc1
HOMO-LUMO gap   8.98 eV

Most stable structure - 2; separation to the second - 18.3 kcal/mol.

1.
Computed, not measured: 12 unconnected molecules or ions with the total composition BF4H22O11, with ωB97M-V/def2-TZVPD.

The geometry in XYZ format:
```
38
Properties=species:S:1:pos:R:3:lowdin_charge:R:1
H 1.7802 -5.2990 0.7992 0.032
O 1.1706 2.1867 -6.8368 -0.057
H -0.4961 3.5144 3.8586 0.031
O -2.5235 6.9418 1.1241 -0.057
H -5.0192 -3.3000 0.6923 0.024
H 2.6270 4.3300 -1.1176 0.026
H -3.5266 -1.4157 3.5854 0.032
H 0.7374 1.6470 -6.1755 0.033
O -0.4138 -3.6869 -4.1659 -0.057
F -0.2650 0.5234 0.6964 0.173
H -4.2570 2.0150 -0.1835 0.027
H -3.8356 0.6259 0.2461 0.029
H 5.8366 -0.9529 -3.5724 0.026
O -5.1683 -3.6142 -0.1995 -0.056
O -4.6026 1.1926 0.1635 -0.057
H -1.7279 7.2087 0.6636 0.027
H -4.2383 -2.1736 4.6858 0.025
H -1.1884 -4.2163 -3.9762 0.023
O 2.1110 -6.1969 0.8237 -0.058
H 0.6296 2.9741 -6.8960 0.024
O 5.8063 -1.4847 -2.7771 -0.058
H -0.2760 -3.1701 -3.3721 0.032
H 3.2201 2.9971 -0.7133 0.030
H -2.2989 6.1015 1.5239 0.027
O -0.1297 4.3979 3.8952 -0.055
H -4.3906 -4.1332 -0.4043 0.028
B 0.4482 -0.3672 0.0139 -1.554
F 0.1915 -1.6426 0.3273 0.151
H 3.9010 -0.9351 4.5663 0.023
F 0.1881 -0.2615 -1.3133 0.123
O 3.4490 3.9155 -0.8555 -0.058
H 3.0149 -6.1282 0.5166 0.026
O 3.0205 -1.2971 4.4667 -0.056
F 1.7967 -0.1922 0.1397 0.114
H 2.7919 -1.1243 3.5534 0.032
H 0.4259 4.3953 4.6746 0.026
O -3.8892 -2.2751 3.8003 -0.052
H 5.1001 -1.1001 -2.2580 0.032
```

Computed properties:
Charge   -1
HOMO-LUMO gap   10.38 eV

2.
Computed, not measured: 12 unconnected molecules or ions with the total composition BF4H22O11, with ωB97M-V/def2-TZVPD.

The geometry in XYZ format:
```
38
Properties=species:S:1:pos:R:3:lowdin_charge:R:1
H 5.3463 0.5160 0.7390 0.030
H 1.0783 1.1640 2.4540 0.011
B -0.0097 -0.7870 0.9630 -1.326
H 2.8183 -1.2990 -0.4890 0.016
O -2.8967 0.9670 1.3440 -0.063
H -1.8367 -0.7260 -3.0400 -0.022
H -0.4147 0.7570 -1.4090 -0.022
H -2.2827 -2.2040 1.1480 -0.003
H 0.6563 2.1580 0.9180 -0.023
H 4.2773 -0.2330 0.2380 0.004
H -1.9737 0.7160 1.2170 0.007
H 1.5873 0.8610 -0.4820 -0.006
O 1.7203 1.8220 2.2430 -0.023
F -0.1557 -0.1040 2.0920 0.208
O 2.2683 1.5150 -0.6270 -0.041
H -0.8227 2.6850 1.2350 0.029
H 2.5143 1.3030 2.2140 0.036
H -2.7257 -1.0090 -1.9520 -0.051
O -3.0387 -1.6560 1.1350 -0.021
F -0.8407 -0.1740 0.0650 0.144
H -0.0367 -3.3610 -0.0970 -0.010
H -3.0057 0.9120 -0.6700 0.017
O -0.1777 2.4730 0.5520 -0.052
O 3.6403 -1.6420 -0.8710 -0.052
H -2.9457 1.9230 1.5600 0.082
H 3.6973 -1.0580 -1.6390 0.059
O -0.0317 -3.6750 -1.0020 -0.074
F -0.4077 -2.1310 1.1240 0.109
H -1.2977 1.4100 -2.3630 0.012
H 2.8713 1.5310 0.0970 -0.027
H -4.3157 0.8210 -1.5450 0.076
F 1.3453 -0.7160 0.5560 0.117
O -0.4307 1.0130 -2.3230 -0.038
H -0.1607 -2.8830 -1.5600 0.032
O 4.4173 0.6110 0.6790 -0.035
H -2.9117 -0.8650 1.6230 -0.027
O -3.3367 0.7910 -1.5730 -0.061
O -2.1837 -1.4250 -2.5530 -0.010
```

Computed properties:
Charge   -1
HOMO-LUMO gap   9.99 eV

Most stable structure - 2; separation to the second - 32.8 kcal/mol.

1.
Computed, not measured: CHNP2S2 in the gas phase, with ωB97M-V/def2-TZVPD.

The geometry in XYZ format:
```
7
Properties=species:S:1:pos:R:3:lowdin_charge:R:1
C -0.4524 -0.4274 0.1514 -0.829
H -2.3938 -0.2352 0.8304 0.138
S 2.3521 -0.2145 -0.0779 0.019
N -1.6314 -0.7510 0.1995 0.028
P 0.6442 1.0192 0.6164 0.075
P 1.1049 -1.6173 -0.8761 0.433
S 0.3764 2.2261 -0.8437 0.136
```

Computed properties:
HOMO-LUMO gap (spin up / spin down)   5.25 / 6.91 eV

2.
Computed, not measured: CHNP2S2 in the gas phase, with ωB97M-V/def2-TZVPD.

The geometry in XYZ format:
```
7
Properties=species:S:1:pos:R:3:lowdin_charge:R:1
N 0.1791 1.3681 0.0822 0.113
S -3.1301 0.7319 -0.8818 0.032
C -0.9448 1.7065 0.4172 -0.706
H 0.9088 0.6603 0.2977 0.106
S -4.9251 -1.8246 -0.3374 -0.017
P -2.4572 2.2985 0.4022 0.471
P -3.8284 -0.5221 0.6520 0.002
```

Computed properties:
SMILES   N=C=P#S#P=S
HOMO-LUMO gap   7.31 eV

Most stable structure - 2; separation to the second - 29.6 kcal/mol.

1.
Computed, not measured: a gas-phase ion, C5H10NS (charge +1), with ωB97M-V/def2-TZVPD.

The geometry in XYZ format:
```
17
Properties=species:S:1:pos:R:3:lowdin_charge:R:1
S -2.5277 0.1181 -0.1356 1.114
C -1.2884 -0.9511 0.8088 -0.335
C 0.6037 -1.3773 -0.8409 -0.025
H 1.9960 1.6401 1.0460 0.146
C -1.4268 1.2860 -0.3740 -0.206
N 0.1181 0.8185 0.4880 -0.093
H 0.6901 -2.4466 -0.5719 0.106
C 1.2603 1.6078 0.1334 -0.112
H -1.5109 -0.8664 1.9027 0.125
H 1.5544 -1.0062 -1.1283 0.067
C 0.1294 -0.6914 0.4789 -0.391
H 1.7845 1.2919 -0.7273 0.062
H 0.7913 -1.1543 1.3448 0.207
H -1.4985 2.2644 -0.9924 0.124
H -0.0082 -1.3043 -1.6708 0.056
H 1.0507 2.6242 -0.1651 0.084
H -1.7181 -1.8533 0.4035 0.072
```

Computed properties:
Charge   +1
HOMO-LUMO gap   7.98 eV

2.
Computed, not measured: a gas-phase ion, C5H10NS (charge +1), with ωB97M-V/def2-TZVPD.

The geometry in XYZ format:
```
17
Properties=species:S:1:pos:R:3:lowdin_charge:R:1
H -0.1521 1.7462 -1.1839 0.054
N 0.2618 -0.4489 -0.0244 -0.130
C 1.5016 -0.0724 0.5160 -0.021
H -0.3001 1.4764 0.9189 0.181
H -2.3313 -1.5844 2.9088 -0.063
C -0.4854 -0.5943 1.9381 -0.287
H -1.2703 -0.5803 -1.6198 0.124
H 1.0193 1.1309 -2.4126 0.080
H 0.2507 -1.2930 -1.9600 0.147
S -2.1076 -0.3150 2.4940 0.991
C 0.1450 0.4154 1.0879 -0.301
C 0.0459 1.0364 -1.9529 -0.057
H 1.9277 -0.9521 1.1557 0.152
H 2.2481 0.5974 0.1367 0.128
H 0.0960 -1.4325 2.1474 0.083
C -0.1942 -0.4030 -1.4156 -0.156
H -0.6551 1.2733 -2.7341 0.077
```

Computed properties:
Charge   +1
HOMO-LUMO gap   8.16 eV

Most stable structure - 1; separation to the second - 1.6 kcal/mol.

1.
Computed, not measured: a molecular structure, BH24O10, with ωB97M-V/def2-TZVPD.

The geometry in XYZ format:
```
35
Properties=species:S:1:pos:R:3:lowdin_charge:R:1
H -1.4172 -3.1541 1.4842 0.005
O -2.1868 1.1031 -3.2826 -0.115
H -0.1113 3.0664 -0.4794 -0.003
O 0.4567 -3.8049 0.5890 0.029
O 2.2346 1.5037 -2.5292 -0.047
O -2.3240 -3.1763 1.8587 -0.086
H 0.9655 -1.2543 0.7534 -0.117
H 0.9315 3.2832 2.1451 0.147
O 0.0589 4.0431 -0.5244 -0.028
H 0.8377 0.8385 0.5320 0.002
H 1.4729 -1.7527 3.8838 0.027
H -2.1001 1.9069 -3.6182 -0.083
B -0.2653 0.3777 0.0160 -0.386
H -0.0952 -0.4154 -0.9710 -0.046
H -0.8606 -0.3774 0.8502 -0.019
H 1.5279 1.5188 -1.9160 -0.022
H -0.9289 1.4488 -0.5045 -0.005
O 1.3244 -1.0561 -3.7386 -0.053
H -2.7368 1.0766 0.6304 -0.004
H 0.2063 -3.2662 -0.2110 0.141
O 1.1386 4.2848 1.8831 -0.049
H 1.2533 -0.9691 2.7766 -0.149
H -2.7355 -3.9633 1.4134 0.050
H -3.7497 0.2221 1.3113 0.051
O -3.6169 1.1984 1.1039 -0.137
H 0.1322 -4.6482 0.6040 0.047
O 1.3841 -0.8596 3.5917 0.028
H 2.2749 -0.9661 -3.4715 0.052
H 0.9073 -1.3965 -2.9774 -0.017
H 1.1585 -2.8236 1.0197 -0.062
H 2.4612 0.5627 -2.5629 0.006
H 1.9384 4.3706 1.5047 -0.027
H 0.3480 4.2389 0.2547 -0.145
H -1.4586 0.7172 -2.4912 0.134
O 1.5739 -1.8779 1.0717 -0.121
```

Computed properties:
Charge   -1
HOMO-LUMO gap   8.36 eV

2.
Computed, not measured: 11 unconnected molecules or ions with the total composition BH24O10, with ωB97M-V/def2-TZVPD.

The geometry in XYZ format:
```
35
Properties=species:S:1:pos:R:3:lowdin_charge:R:1
O -7.3312 -29.4841 31.8793 -0.115
O -5.3533 -26.8047 34.2063 0.055
H -8.0237 -28.2017 35.6379 -0.030
O -6.2334 -31.4647 33.6693 -0.136
H -6.1940 -26.8777 34.5045 -0.049
H -10.6047 -27.3472 33.2665 -0.057
H -8.2419 -31.4696 35.3789 0.010
H -6.7660 -28.8506 31.3237 0.093
H -6.6049 -30.5296 33.3738 0.055
H -7.8430 -29.2085 32.6722 0.000
H -5.8501 -31.9390 32.8869 0.043
H -11.7161 -27.5175 32.1879 0.107
O -13.0351 -27.0727 35.1533 -0.131
H -9.9477 -27.6961 35.1537 -0.041
H -9.0499 -29.1712 34.3540 -0.078
H -8.5056 -31.2405 36.9525 0.071
H -10.1020 -25.1599 33.6530 -0.152
O -8.4767 -31.9314 36.2119 -0.111
H -11.1531 -27.9519 37.8204 0.064
B -8.8979 -28.1430 34.8475 -0.379
H -9.0187 -24.7831 37.0658 0.073
O -9.9794 -24.4334 33.3085 0.054
H -7.9501 -26.0108 36.8898 0.052
H -12.1437 -27.1757 34.6314 0.030
H -12.4530 -27.1888 35.9443 0.016
O -10.1727 -28.0024 38.0624 -0.096
H -10.1965 -30.4387 33.7495 -0.082
O -11.3313 -26.9157 32.9021 -0.057
H -10.3572 -24.4500 32.4350 0.042
O -10.7463 -30.9899 33.2863 -0.033
O -8.2439 -25.2631 37.5232 -0.135
H -11.2072 -30.2968 32.7670 0.045
H -9.5537 -27.8654 37.3506 -0.045
H -5.5307 -27.1544 33.4393 -0.066
H -8.3004 -27.4505 34.0003 -0.019
```

Computed properties:
Charge   -1
HOMO-LUMO gap   9.55 eV

Most stable structure - 2; separation to the second - 28.9 kcal/mol.

1.
Computed, not measured: a molecular structure, CH2IPS, with ωB97M-V/def2-TZVPD.

The geometry in XYZ format:
```
6
Properties=species:S:1:pos:R:3:lowdin_charge:R:1
P -0.8151 -0.6455 0.5797 0.678
I 2.3877 -0.7092 -0.1684 0.726
S 0.5264 2.1045 -0.0957 0.428
H -0.8890 -1.3733 -0.6138 -0.095
C 0.5838 0.3453 0.0649 -1.630
H -1.7938 0.2783 0.2332 -0.108
```

Computed properties:
HOMO-LUMO gap   7.63 eV

2.
Computed, not measured: 2 unconnected molecules or ions with the total composition CH2IPS, with ωB97M-V/def2-TZVPD.

The geometry in XYZ format:
```
6
Properties=species:S:1:pos:R:3:lowdin_charge:R:1
H -0.3640 -0.6433 -0.6190 -0.002
H 0.4557 0.8422 0.1205 -0.006
P 0.2575 -3.1275 3.3336 -0.087
S 0.9616 -1.1154 1.3164 0.476
I 2.1436 -2.9925 4.7634 0.137
C 0.2845 -0.2244 0.1328 -0.519
```

Computed properties:
HOMO-LUMO gap (spin up / spin down)   6.36 / 6.36 eV

Most stable structure - 1; separation to the second - 27.4 kcal/mol.